The following is a quantum chemistry calculation of the ion C5H10N with charge +1 at a distorted geometry, from the OMol25 dataset.

LUMO level ... -3.338 eV
Frontier orbital gap ... 11.980 eV
Charge ... +1
SMILES ... C=C1[C@H](C)[N@H+]1C
Highest occupied orbital energy ... -15.318 eV

```
16
Properties=species:S:1:pos:R:3:nbo_charge:R:1
C 1.17 -1.86 -0.15 -0.32
C 0.33 -0.86 -0.01 0.14
C -0.82 0.00 0.51 -0.01
C -2.18 -0.28 -0.06 -0.61
N 0.24 0.56 -0.36 -0.42
C 1.32 1.54 0.15 -0.42
H 2.03 -1.80 -0.70 0.23
H 0.95 -2.67 0.53 0.25
H -0.70 0.42 1.48 0.25
H -2.58 -1.06 0.56 0.26
H -2.02 -0.61 -1.03 0.22
H -2.80 0.57 -0.06 0.24
H 0.19 0.77 -1.39 0.46
H 1.78 1.98 -0.90 0.24
H 0.90 2.30 0.74 0.24
H 2.18 1.01 0.68 0.25
```

---

The following is a quantum chemistry calculation of a structure of composition C21H24ClN5NaO2, from the OMol25 dataset.

LUMO level ... 1.964 eV
Frontier orbital gap ... 6.375 eV
Charge ... -1
Highest occupied orbital energy ... -4.411 eV

```
54
Properties=species:S:1:pos:R:3:nbo_charge:R:1
Na 0.69 0.18 -0.21 0.87
O -4.38 5.17 -2.27 -0.75
C -4.56 4.46 -1.26 0.73
O -5.50 4.45 -0.44 -0.75
C -3.45 3.45 -0.97 -0.05
C -2.33 3.35 -1.78 -0.22
C -1.35 2.41 -1.48 0.16
N -1.43 1.58 -0.43 -0.46
C -2.51 1.68 0.35 0.15
C -3.53 2.59 0.11 -0.22
C -2.56 0.78 1.55 0.20
C -3.79 0.51 2.17 -0.23
C -3.82 -0.29 3.30 -0.17
C -2.63 -0.78 3.80 -0.27
C -1.46 -0.47 3.12 0.03
N -1.41 0.28 2.01 -0.43
C -0.12 2.31 -2.34 0.19
C 0.38 3.44 -2.98 -0.24
C 1.49 3.31 -3.79 -0.16
C 2.08 2.07 -3.93 -0.27
C 1.53 1.00 -3.24 0.06
N 0.45 1.11 -2.46 -0.47
H -2.27 4.01 -2.63 0.25
H -4.39 2.71 0.75 0.24
H -4.70 0.90 1.76 0.23
H -4.76 -0.50 3.78 0.21
H -2.59 -1.39 4.69 0.21
H -0.52 -0.84 3.51 0.18
H -0.10 4.40 -2.83 0.23
H 1.91 4.18 -4.29 0.21
H 2.96 1.91 -4.54 0.22
H 1.97 0.01 -3.29 0.22
C 3.63 -4.43 1.79 -0.61
C 2.14 -4.10 1.76 0.09
C 1.43 -5.08 0.82 -0.63
C 1.55 -4.19 3.16 -0.62
N 2.07 -2.71 1.29 -0.50
N 0.77 -2.18 1.08 -0.68
H 3.79 -5.43 2.20 0.20
H 4.16 -3.71 2.40 0.22
H 4.06 -4.40 0.79 0.22
H 1.59 -6.11 1.14 0.21
H 1.80 -4.98 -0.20 0.22
H 0.34 -4.93 0.80 0.20
H 1.70 -5.19 3.57 0.20
H 0.48 -4.00 3.16 0.20
H 2.03 -3.47 3.81 0.22
H 2.60 -2.56 0.44 0.39
H 0.44 -1.79 1.95 0.35
H 0.10 -2.89 0.77 0.33
Cl 3.20 -1.43 -1.51 -0.33
C 3.18 0.10 -0.30 -0.87
H 3.76 0.82 -0.88 0.15
H 3.83 -0.26 0.50 0.15
```

---

The following is a quantum chemistry calculation of the molecule C5H8O at a distorted geometry, from the OMol25 dataset.

LUMO level ... 1.041 eV
Frontier orbital gap ... 8.633 eV
SMILES ... CC1=COCC1
Highest occupied orbital energy ... -7.591 eV

```
14
Properties=species:S:1:pos:R:3:nbo_charge:R:1
C 0.37 0.75 -1.85 -0.64
C -0.12 0.24 -0.52 -0.13
C -0.42 1.08 0.61 0.15
O -0.29 0.59 1.82 -0.50
C 0.08 -0.84 1.66 -0.08
C -0.23 -1.14 0.16 -0.45
H -0.36 0.58 -2.66 0.21
H 1.41 0.59 -2.02 0.22
H 0.25 1.80 -1.73 0.22
H -0.94 2.08 0.71 0.20
H -0.37 -1.55 2.45 0.21
H 1.18 -0.83 1.80 0.18
H 0.57 -1.76 -0.33 0.21
H -1.13 -1.59 -0.09 0.20
```

---

The following is a quantum chemistry calculation of a structure of composition C26H21N4O2PtTe at a distorted geometry, from the OMol25 dataset.

LUMO level (alpha / beta) ... -9.482 / -11.762 eV
Frontier orbital gap (alpha / beta) ... 6.781 / 4.373 eV
Charge ... +3
2S+1 ... 5
Highest occupied orbital energy (alpha / beta) ... -16.262 / -16.135 eV

```
55
Properties=species:S:1:pos:R:3:mulliken_spin:R:1
Pt -0.13 -0.99 0.12 0.89
O -2.51 6.52 3.07 0.00
C -1.70 5.84 2.31 0.00
O -0.90 6.37 1.57 0.00
C -1.75 4.32 2.30 0.02
C -0.71 3.73 1.44 0.07
C -0.67 2.21 1.37 0.06
C -1.76 1.45 2.04 0.02
C -2.67 2.12 2.82 0.00
C -2.64 3.54 2.97 0.04
N -1.69 0.11 1.74 0.12
C -2.45 -0.81 2.23 0.00
C -2.25 -2.19 1.87 0.02
C -3.04 -3.17 2.48 0.01
C -2.83 -4.51 2.18 0.00
C -1.84 -4.82 1.26 0.01
C -1.10 -3.79 0.69 0.03
N -1.27 -2.50 0.98 -0.01
H -3.13 6.03 3.64 0.00
H 0.25 4.20 1.66 -0.01
H 0.29 1.76 1.66 -0.01
H -3.43 1.59 3.37 0.00
H -3.38 3.96 3.64 0.00
H -3.25 -0.60 2.94 0.00
H -3.81 -2.89 3.18 0.00
H -3.41 -5.28 2.65 0.00
H -1.64 -5.84 0.97 0.00
H -0.32 -4.04 -0.02 -0.02
Te 1.44 -2.65 -1.48 1.55
C 2.78 -3.83 -2.70 0.30
C 4.05 -4.12 -2.20 0.03
C 4.92 -4.83 -3.01 -0.01
C 4.53 -5.25 -4.28 0.12
C 3.25 -4.95 -4.75 -0.02
C 2.37 -4.24 -3.96 0.02
H 4.36 -3.81 -1.22 -0.02
H 5.91 -5.07 -2.64 0.00
H 5.21 -5.82 -4.89 0.00
H 2.94 -5.27 -5.73 0.00
H 1.38 -4.01 -4.33 -0.02
N 2.42 2.01 -1.72 -0.03
C 2.19 0.75 -1.33 0.14
N 0.98 0.62 -0.78 0.00
C 0.43 1.86 -0.82 0.17
C -0.82 2.27 -0.19 0.03
C -0.99 3.80 -0.13 0.02
C -0.04 4.65 -0.86 0.15
C 1.08 4.16 -1.46 0.18
C 1.34 2.76 -1.38 0.09
H 3.27 2.35 -2.16 0.00
H 2.91 -0.04 -1.43 0.00
H -1.68 1.70 -0.56 0.02
H -2.01 4.14 -0.32 0.01
H -0.23 5.71 -0.86 0.00
H 1.77 4.82 -1.96 0.01
```

---

The following is a quantum chemistry calculation of a structure of composition C2H2CsFO2 at a distorted geometry, from the OMol25 dataset.

LUMO level (alpha / beta) ... -0.861 / -0.769 eV
Frontier orbital gap (alpha / beta) ... 4.944 / 6.292 eV
Highest occupied orbital energy (alpha / beta) ... -5.805 / -7.061 eV

```
8
Properties=species:S:1:pos:R:3:nbo_charge:R:1
C -0.43 -1.56 0.52 0.04
C -1.41 -0.45 0.45 0.72
O -1.18 0.68 0.09 -0.69
O 0.74 -1.34 0.12 -0.67
H -0.75 -2.54 0.88 0.13
F -2.66 -0.82 0.75 -0.35
Cs 1.90 1.78 -0.85 0.97
H 2.18 -0.86 0.80 -0.15
```

---

The following is a quantum chemistry calculation of the molecule C7H13NOSi at a distorted geometry, from the OMol25 dataset.

LUMO level ... 0.794 eV
Frontier orbital gap ... 8.933 eV
SMILES ... C[Si](C)(C)Oc1ccc[nH]1
Highest occupied orbital energy ... -8.139 eV

```
23
Properties=species:S:1:pos:R:3:nbo_charge:R:1
C -1.24 1.73 0.71 -1.12
Si -0.89 0.08 -0.20 1.87
C -2.19 -0.24 -1.56 -1.09
C -1.11 -1.51 0.86 -1.13
O 0.47 0.14 -1.11 -0.89
C 1.86 0.00 -0.75 0.45
C 2.47 -0.86 0.13 -0.38
C 3.68 -0.25 0.53 -0.28
C 3.77 0.95 -0.10 -0.09
N 2.65 1.10 -0.90 -0.53
H -0.64 2.49 0.14 0.24
H -2.22 1.94 0.92 0.24
H -0.67 1.76 1.78 0.24
H -3.05 -0.21 -0.87 0.21
H -2.31 0.31 -2.38 0.22
H -2.16 -1.35 -1.87 0.23
H -0.49 -2.34 0.43 0.25
H -0.74 -1.37 1.96 0.23
H -2.12 -1.75 1.00 0.24
H 2.28 -1.84 0.50 0.23
H 4.48 -0.64 1.24 0.23
H 4.52 1.72 -0.01 0.21
H 2.28 1.89 -1.30 0.41
```

---

The following is a quantum chemistry calculation of a cluster of 15 separate species, C17H53ClN14O28P in total, from the OMol25 dataset.

LUMO level ... 1.088 eV
Frontier orbital gap ... 4.012 eV
Charge ... -1
Highest occupied orbital energy ... -2.924 eV

```
114
Properties=species:S:1:pos:R:3:mulliken_charge:R:1
P -0.89 1.06 1.03 0.10
C -0.10 -0.58 1.75 -0.93
C 1.42 -0.65 1.65 -0.70
C 1.92 -0.54 0.22 -0.38
Cl 3.33 -1.66 -0.10 -0.33
H -2.16 0.36 0.91 -0.32
H -1.26 1.50 2.41 -0.18
H 0.46 1.74 1.17 0.00
H -0.51 0.59 -0.36 -0.14
H -1.45 2.28 0.48 0.05
H -0.55 -1.43 1.21 -0.02
H -0.39 -0.64 2.80 0.49
H 1.84 0.18 2.23 0.31
H 1.81 -1.58 2.08 0.45
H 2.29 0.45 -0.02 0.35
H 1.15 -0.82 -0.50 0.32
C -5.04 1.86 3.87 -0.53
N -4.08 2.52 2.95 0.91
O -3.41 3.45 3.39 -0.53
O -4.02 2.08 1.83 -0.49
H -4.98 2.35 4.83 0.08
H -6.03 1.95 3.43 0.26
H -4.75 0.81 3.92 0.30
C -3.71 5.33 7.49 -0.57
N -4.26 4.06 6.96 0.95
O -3.83 3.01 7.42 -0.52
O -5.11 4.13 6.09 -0.57
H -2.97 5.07 8.23 0.13
H -3.29 5.87 6.65 0.30
H -4.55 5.88 7.91 0.28
C 5.78 0.34 -1.35 -0.80
N 6.66 1.10 -2.28 0.88
O 7.60 0.52 -2.78 -0.56
O 6.39 2.27 -2.49 -0.54
H 6.16 -0.67 -1.29 0.33
H 5.83 0.85 -0.39 0.32
H 4.77 0.36 -1.73 0.33
C 5.62 3.40 -5.65 -0.62
N 4.38 3.45 -6.48 0.91
O 3.31 3.51 -5.93 -0.49
O 4.53 3.42 -7.69 -0.55
H 5.34 3.43 -4.61 0.29
H 6.13 2.47 -5.88 0.17
H 6.21 4.26 -5.94 0.33
C -1.34 1.92 9.49 -0.61
N -1.64 3.29 9.99 1.00
O -2.19 3.42 11.06 -0.57
O -1.31 4.21 9.26 -0.60
H -1.70 1.21 10.22 0.18
H -1.86 1.81 8.54 0.29
H -0.27 1.86 9.34 0.29
C -4.10 -2.23 10.88 -0.74
N -3.32 -1.13 10.24 0.86
O -2.36 -1.43 9.57 -0.51
O -3.71 0.00 10.44 -0.48
H -3.64 -3.17 10.61 0.31
H -4.08 -2.06 11.95 0.28
H -5.12 -2.16 10.51 0.29
C -3.36 -3.32 -0.01 -0.75
N -3.71 -1.87 0.01 0.92
O -4.35 -1.45 0.96 -0.55
O -3.30 -1.20 -0.91 -0.52
H -3.76 -3.77 0.89 0.25
H -3.79 -3.75 -0.91 0.31
H -2.28 -3.39 -0.04 0.31
C -3.20 -6.73 3.96 -0.59
N -3.51 -6.36 2.56 0.88
O -4.61 -6.62 2.11 -0.54
O -2.63 -5.80 1.95 -0.47
H -4.07 -7.21 4.40 0.28
H -2.35 -7.40 3.94 0.15
H -2.95 -5.81 4.48 0.31
C 0.98 5.28 -7.01 -0.65
N 0.86 6.73 -6.69 0.96
O 1.73 7.47 -7.10 -0.56
O -0.10 7.07 -6.04 -0.57
H 1.87 5.13 -7.60 0.31
H 1.03 4.73 -6.07 0.35
H 0.09 5.00 -7.56 0.14
C 1.44 -7.41 5.34 -0.73
N 0.14 -7.94 4.84 0.83
O -0.69 -8.28 5.65 -0.52
O 0.00 -7.99 3.63 -0.48
H 1.41 -7.42 6.42 0.30
H 2.22 -8.04 4.94 0.28
H 1.54 -6.40 4.94 0.31
C 2.39 1.11 -8.41 -0.55
N 1.03 1.11 -9.02 0.94
O 0.90 0.64 -10.14 -0.57
O 0.13 1.59 -8.37 -0.52
H 3.07 0.66 -9.12 0.30
H 2.64 2.14 -8.20 0.11
H 2.32 0.54 -7.49 0.30
C -2.95 -7.93 -2.28 -0.75
N -3.19 -6.49 -1.97 0.89
O -4.32 -6.07 -2.09 -0.53
O -2.23 -5.84 -1.63 -0.47
H -3.89 -8.37 -2.57 0.31
H -2.21 -7.96 -3.08 0.28
H -2.55 -8.38 -1.38 0.26
C -1.95 4.66 -10.55 -0.78
N -0.52 4.98 -10.27 0.83
O 0.26 4.05 -10.20 -0.45
O -0.23 6.15 -10.11 -0.51
H -2.04 3.59 -10.65 0.31
H -2.53 5.04 -9.71 0.31
H -2.22 5.19 -11.46 0.29
C 9.65 0.34 -5.53 -0.51
N 8.64 0.68 -6.57 0.86
O 7.50 0.81 -6.20 -0.53
O 9.03 0.80 -7.71 -0.55
H 9.14 0.28 -4.58 0.17
H 10.11 -0.60 -5.82 0.28
H 10.40 1.13 -5.54 0.27
```

---

The following is a quantum chemistry calculation of a structure of composition C35H54N3O2RuSSe2 at a distorted geometry, from the OMol25 dataset.

LUMO level (alpha / beta) ... 0.409 / -1.763 eV
Frontier orbital gap (alpha / beta) ... 7.917 / 5.562 eV
2S+1 ... 6
Highest occupied orbital energy (alpha / beta) ... -7.509 / -7.324 eV

```
98
Properties=species:S:1:pos:R:3:mulliken_spin:R:1
Ru 0.28 -0.28 0.10 3.90
C 5.25 4.42 -3.35 0.00
C 4.75 5.08 -2.05 0.00
C 3.82 6.25 -2.40 0.00
C 5.97 5.65 -1.31 0.00
C 3.99 4.04 -1.24 0.04
C 2.89 3.41 -1.80 -0.04
C 2.25 2.39 -1.13 0.03
Se 0.71 1.55 -1.94 0.22
C 1.59 0.30 -3.14 -0.03
C 2.23 0.80 -4.26 -0.03
C 2.82 -0.06 -5.17 0.02
C 2.72 -1.43 -4.91 0.00
C 2.09 -1.97 -3.81 0.01
C 1.48 -1.08 -2.85 0.05
O 0.87 -1.49 -1.80 0.18
C 2.03 -3.47 -3.57 0.00
C 2.69 -4.29 -4.68 0.00
C 2.77 -3.77 -2.26 0.01
C 0.56 -3.90 -3.48 0.00
C 3.47 0.50 -6.43 0.00
C 4.19 -0.56 -7.26 0.00
C 4.48 1.59 -6.05 0.00
C 2.37 1.12 -7.30 0.00
C 2.65 1.93 0.16 0.02
O 2.09 0.91 0.70 0.21
C 3.70 2.67 0.78 0.02
C 4.34 3.66 0.05 -0.01
C 4.13 2.46 2.23 0.01
C 3.98 3.79 2.98 0.00
C 5.60 2.01 2.28 0.00
C 3.31 1.42 2.99 -0.01
H 5.83 5.11 -3.95 0.00
H 4.41 4.07 -3.95 0.00
H 5.87 3.56 -3.11 0.00
H 4.35 7.01 -2.98 0.00
H 3.45 6.72 -1.49 0.00
H 2.96 5.92 -2.97 0.00
H 6.50 6.35 -1.95 0.00
H 6.66 4.86 -1.04 0.00
H 5.66 6.18 -0.42 0.00
H 2.50 3.70 -2.76 -0.02
H 2.23 1.87 -4.41 -0.01
H 3.16 -2.10 -5.62 0.00
H 3.75 -4.06 -4.77 0.00
H 2.19 -4.14 -5.64 0.00
H 2.61 -5.35 -4.44 0.00
H 3.82 -3.50 -2.35 0.00
H 2.70 -4.83 -2.01 0.00
H 2.33 -3.19 -1.46 -0.02
H 0.04 -3.66 -4.41 0.00
H 0.06 -3.39 -2.67 0.00
H 0.49 -4.98 -3.32 0.00
H 4.96 -1.07 -6.68 0.00
H 4.68 -0.08 -8.11 0.00
H 3.49 -1.29 -7.65 0.00
H 5.26 1.19 -5.40 0.00
H 4.00 2.42 -5.53 0.00
H 4.96 1.99 -6.95 0.00
H 1.63 0.36 -7.57 0.00
H 2.80 1.52 -8.22 0.00
H 1.85 1.92 -6.78 0.00
H 5.16 4.17 0.53 0.00
H 4.58 4.58 2.54 0.00
H 4.29 3.66 4.02 0.00
H 2.94 4.11 2.97 0.00
H 6.26 2.74 1.83 0.00
H 5.73 1.06 1.75 0.00
H 5.90 1.86 3.31 0.00
H 2.24 1.62 2.90 0.00
H 3.57 1.46 4.05 0.00
H 3.52 0.42 2.62 0.00
C -0.08 -3.59 0.84 -0.01
C 1.29 -3.05 1.30 0.00
N 1.20 -1.74 1.93 0.10
C 0.96 -1.75 3.37 0.00
C -0.41 -2.23 3.80 0.00
S -1.77 -1.27 3.03 0.01
C -2.65 -2.52 2.03 0.00
C -2.30 -2.50 0.54 0.00
N -0.87 -2.51 0.27 0.08
H 0.10 -4.40 0.11 0.00
H -0.60 -4.03 1.69 0.00
H 1.78 -3.79 1.96 0.00
H 1.92 -2.93 0.41 0.01
H 2.06 -1.22 1.76 -0.01
H 1.71 -2.38 3.87 0.00
H 1.08 -0.72 3.72 0.00
H -0.57 -3.29 3.60 0.00
H -0.50 -2.08 4.88 0.00
H -2.48 -3.49 2.49 0.00
H -3.71 -2.29 2.14 0.00
H -2.82 -3.36 0.07 0.00
H -2.69 -1.57 0.11 0.00
H -0.73 -2.48 -0.74 -0.03
Se -0.74 2.55 2.78 0.11
C -1.14 1.52 1.45 0.02
N -1.49 0.85 0.54 0.12
```

---

no.,electronic energy (Ha)
1,-250.91260
2,-1861.46702
3,-270.46938
4,-1759.12213
5,-347.77381
6,-694.01520
7,-4352.92499
8,-6976.68562